Below is 8 unconnected molecules or ions with the total composition C33H85N3O11 in a non-equilibrium geometry, with properties calculated with wB97M-V/def2-TZVPD.

Each line ends with the Löwdin charge.
Cartesian coordinates (Å):
C1 1.238364 -1.558126 -8.931263  -0.12
O1 1.051484 -0.778619 -7.773176  -0.18
C2 0.142964 -1.327195 -6.843635  -0.23
C3 0.460211 -0.589060 -5.531350  -0.20
N1 -0.572610 -0.928447 -4.539374  -0.07
C4 -0.415188 -0.218971 -3.268419  -0.21
C5 -0.407015 1.309707 -3.365604  -0.23
O2 -0.873927 1.866653 -2.160290  -0.19
C6 -1.075786 3.260364 -2.259262  -0.11
H1 2.080190 -1.124312 -9.465458  0.09
H2 0.398901 -1.715065 -9.612404  0.09
H3 1.561192 -2.574703 -8.673256  0.08
H4 0.213954 -2.411181 -6.723019  0.12
H5 -0.905884 -1.133295 -7.108172  0.12
H6 0.547924 0.479558 -5.732169  0.11
H7 1.388476 -1.047235 -5.185892  0.13
H8 -1.442717 -0.604842 -4.958717  0.10
H9 0.464510 -0.635009 -2.774222  0.11
H10 -1.241799 -0.491695 -2.605374  0.11
H11 -1.021303 1.631771 -4.217259  0.13
H12 0.628284 1.613274 -3.566187  0.12
H13 -0.306705 3.939408 -2.621198  0.10
H14 -1.559373 3.545574 -1.322826  0.06
H15 -1.975815 3.401001 -2.884537  0.09
C7 -3.797169 -1.928475 1.959340  -0.09
O3 -3.925988 -3.316450 1.709743  -0.20
C8 -2.705750 -4.046954 1.700617  -0.21
C9 -3.074312 -5.482293 1.407860  -0.19
N2 -3.473219 -5.562329 -0.004845  -0.07
C10 -4.158670 -6.853422 -0.313885  -0.18
C11 -5.587150 -6.734845 -0.882052  -0.22
O4 -6.232224 -5.721419 -0.161780  -0.21
C12 -7.422187 -5.216774 -0.743651  -0.08
H16 -3.251155 -1.503762 1.111641  0.08
H17 -3.350785 -1.662040 2.915655  0.06
H18 -4.781711 -1.466980 1.892134  0.09
H19 -2.274550 -3.897539 2.699782  0.13
H20 -1.979150 -3.665679 0.974323  0.11
H21 -3.874518 -5.796299 2.084507  0.13
H22 -2.178242 -6.091966 1.560817  0.13
H23 -4.311386 -4.965229 0.009999  0.10
H24 -4.212826 -7.591193 0.492252  0.12
H25 -3.482157 -7.281808 -1.063853  0.11
H26 -6.067670 -7.695793 -0.680311  0.12
H27 -5.452797 -6.579624 -1.958261  0.12
H28 -7.752421 -4.407962 -0.093288  0.09
H29 -8.123154 -6.044302 -0.873945  0.09
H30 -7.187282 -4.713905 -1.690830  0.09
C13 3.258056 4.186033 2.877843  -0.10
O5 4.641788 4.496062 2.863868  -0.20
C14 5.242685 4.158394 4.091103  -0.25
C15 6.762913 4.392598 3.993376  -0.17
N3 7.288207 3.692717 2.793514  -0.05
C16 7.868222 2.370236 3.050109  -0.22
C17 7.076047 1.228600 3.606541  -0.20
O6 6.501218 0.428141 2.547964  -0.23
C18 5.461618 -0.436217 2.975242  -0.11
H31 2.742921 4.582673 2.006935  0.09
H32 2.823910 4.562305 3.808122  0.09
H33 3.158725 3.093928 2.834879  0.07
H34 5.011969 3.131303 4.401982  0.10
H35 4.747646 4.713617 4.900353  0.12
H36 7.326507 4.116556 4.880984  0.12
H37 6.900527 5.454888 3.788087  0.11
H38 6.478279 3.589506 2.188268  0.09
H39 8.648992 2.549362 3.802431  0.11
H40 8.471621 2.086446 2.184036  0.12
H41 6.196732 1.600366 4.139463  0.10
H42 7.748522 0.523044 4.104595  0.13
H43 5.371399 -1.068755 2.090994  0.07
H44 4.513925 0.081521 3.153438  0.08
H45 5.869272 -1.007528 3.816288  0.09
C19 4.743061 -0.480408 -0.843389  -0.04
C20 3.822201 0.754670 -0.716596  -0.48
C21 4.544172 2.105051 -0.665008  -0.03
O7 2.751586 0.792898 -1.642874  -0.05
H46 4.116233 -1.373279 -0.907590  0.08
H47 5.400240 -0.608516 0.010534  0.05
H48 5.246314 -0.441270 -1.813082  0.08
H49 3.363267 0.552937 0.256175  0.11
H50 5.525018 1.960222 -0.200338  0.08
H51 4.046172 2.840813 -0.031318  0.07
H52 4.761763 2.604089 -1.612430  0.08
H53 3.041928 1.311001 -2.400178  0.08
C22 -1.216654 -5.941145 -3.399804  -0.06
C23 -0.607882 -5.249090 -2.226326  -0.49
C24 -1.120797 -3.837851 -2.055723  -0.07
O8 -0.890884 -5.954437 -0.998912  -0.10
H54 -0.789479 -5.558870 -4.329784  0.08
H55 -2.306048 -5.863805 -3.378582  0.08
H56 -0.972025 -7.005073 -3.362441  0.08
H57 0.486806 -5.287015 -2.211521  0.14
H58 -0.800226 -3.191117 -1.239769  0.06
H59 -2.214688 -3.872534 -2.014788  0.08
H60 -0.919289 -3.261166 -2.970204  0.06
H61 -1.843085 -5.829131 -0.780634  0.02
C25 -0.077060 -0.780480 1.141621  -0.03
C26 -0.393998 0.636081 1.597344  -0.48
C27 0.670594 1.727663 1.390446  -0.04
O9 -1.617525 1.109801 1.055989  -0.06
H62 -0.025812 -0.842400 0.048561  0.07
H63 -0.829541 -1.516547 1.424837  0.05
H64 0.874181 -1.125065 1.551095  0.08
H65 -0.538375 0.576574 2.681571  0.12
H66 0.312959 2.709759 1.695235  0.07
H67 0.930591 1.852049 0.330238  0.07
H68 1.647970 1.499293 1.824548  0.06
H69 -1.494825 0.970667 0.102062  0.08
C28 -3.409638 6.096277 -0.471435  -0.05
C29 -2.175060 6.635616 0.181672  -0.49
C30 -1.248040 5.610904 0.783887  -0.06
O10 -1.418534 7.433371 -0.759001  -0.06
H70 -4.164881 5.816433 0.265260  0.09
H71 -3.168939 5.243067 -1.111742  0.07
H72 -3.893204 6.798372 -1.155365  0.08
H73 -2.432567 7.338363 0.982007  0.13
H74 -0.600987 6.116009 1.502320  0.08
H75 -0.714435 4.939413 0.109491  0.06
H76 -1.700829 4.827775 1.406681  0.08
H77 -1.980169 8.160516 -1.040182  0.08
C31 -3.012653 0.411624 4.677632  -0.05
C32 -3.121884 1.949232 4.750991  -0.49
C33 -3.828371 2.472404 3.466540  -0.04
O11 -3.912990 2.312497 5.863118  -0.05
H78 -2.570330 0.001434 5.583777  0.08
H79 -2.387737 0.266163 3.794722  0.05
H80 -3.958659 -0.092066 4.482322  0.07
H81 -2.103433 2.349925 4.796992  0.13
H82 -3.250459 2.242243 2.573125  0.06
H83 -3.813682 3.555138 3.623598  0.07
H84 -4.840989 2.080253 3.501005  0.08
H85 -3.751998 3.242352 6.054324  0.09

Cartesian forces (eV/Å) of the 2 atoms listed first:
C 0.917 -0.714 0.039
O -0.485 -0.469 -0.562

Values from the calculation:
energy: -62586.018 eV
orbital gap: 9.40 eV
energy relative to the best compared isomer or geometry (same formula, charge and spin): 2.293 eV
highest occupied orbital energy: -0.3250 Eh
max |F|: 2.82 eV Å⁻¹